The following is a DFT calculation (ωB97M-V/def2-TZVPD) of an isolated ion of composition CH6FNO2PS and charge +1 at a distorted geometry.

Geometry as XYZ:
```
13
CH6FNO2PS (ωB97M-V/def2-TZVPD)
N -2.37717 0.22277 -0.19309
C -0.99591 0.52621 0.34615
P 0.41404 0.10567 -0.89534
S 2.09921 -0.51529 0.35184
O 2.22073 -2.04831 0.13523
O 1.80343 -0.28612 1.88179
F 3.54139 0.29411 -0.12096
H -3.12851 0.59438 0.43526
H -2.51191 -0.79225 -0.41042
H -0.78624 -0.13621 1.30541
H -0.91068 1.68310 0.57515
H -0.05760 -0.94873 -1.75599
H 0.68922 1.30068 -1.65502
```

The electronic energy comes out at -29548.7117 eV. The total charge is +1. The HOMO energy is -14.67 eV. Its gap between HOMO and LUMO is 0.285 Eh.